Record 1
Molecular formula: C14H12BGaNO2S5Se
Method: DFT, ωB97M-V/def2-TZVPD

Summary:
Charge: -1
HOMO energy: -4.78 eV
LUMO energy: 2.14 eV
Relative energy (zero: lowest compared OMol25 entry of this formula, charge and spin): 0.0 kcal per mole
Frontier orbital gap: 6.9 eV

```
37
C14H12BGaNO2S5Se, DFT ωB97M-V/def2-TZVPD
Se -0.229 -0.275 5.890
Ga -0.089 -0.050 0.998
S 1.559 -4.134 -0.625
S -1.305 -4.257 -0.690
S -1.726 -1.414 0.164
S 1.695 -1.270 0.248
S 0.251 -6.702 -1.364
O -0.774 2.675 -0.414
O 0.548 2.905 1.433
N -0.118 -0.253 2.946
C 0.794 5.363 1.306
C -0.846 5.090 -0.986
C 0.725 -2.667 -0.174
C 0.940 7.861 1.018
C 0.172 -5.111 -0.931
C -0.376 6.335 -0.564
C -0.624 -2.725 -0.205
C -0.162 -0.264 4.113
C -0.475 4.000 -0.237
C 0.432 6.493 0.561
C 0.428 8.148 2.436
C 0.329 4.139 0.887
C 2.475 7.859 1.024
C 0.470 8.993 0.105
B -0.148 1.998 0.630
H -1.469 4.987 -1.862
H 0.770 7.396 3.146
H -0.618 9.068 0.083
H 0.828 8.861 -0.917
H 2.853 8.830 1.352
H 2.872 7.100 1.697
H -0.663 8.156 2.458
H 2.864 7.657 0.025
H 1.417 5.430 2.187
H -0.658 7.201 -1.145
H 0.862 9.942 0.474
H 0.786 9.122 2.778
```

Record 2
Molecular formula: C14H12Cl4O2
Method: DFT, ωB97M-V/def2-TZVPD

Summary:
Charge: 0
HOMO energy: -9.63 eV
SMILES string: C[C@@H](Cl)[C@@H](Cl)C1=CC(=O)c2ccccc2C1=O.ClCCl
LUMO energy: -0.74 eV
Relative energy (zero: lowest compared OMol25 entry of this formula, charge and spin): 11.2 kcal per mole
Frontier orbital gap: 8.9 eV

```
32
C14H12Cl4O2, DFT ωB97M-V/def2-TZVPD
Cl -3.472 0.406 3.023
Cl -2.650 -3.012 2.013
Cl 3.293 1.562 -2.562
Cl 4.151 3.627 -0.683
O -2.938 -1.643 -0.628
O -0.312 2.442 -0.151
C -1.618 -1.558 2.259
C -1.869 -1.131 -0.401
C -2.186 -0.762 3.466
C -1.382 -0.729 0.992
C 0.720 0.783 -2.439
C 4.676 2.435 -1.874
C -0.387 1.234 -0.177
C -0.683 0.400 1.061
C -1.059 -0.117 4.345
C -0.895 -0.783 -1.523
C 0.159 -1.287 -3.605
C -0.159 0.413 -1.437
C 0.854 -0.095 -3.521
C -0.751 -1.638 -2.602
H -1.197 0.967 4.414
H -2.663 -1.502 4.120
H 0.277 -1.988 -4.432
H -0.634 -1.935 2.573
H -0.105 -0.271 3.815
H 1.293 1.738 -2.378
H -0.253 0.786 1.986
H 1.552 0.154 -4.322
H -0.968 -0.603 5.321
H -1.333 -2.559 -2.594
H 5.205 2.945 -2.672
H 5.334 1.721 -1.390
```

Record 3
Molecular formula: C14H12F6N4O5S2Sn
Method: DFT, ωB97M-V/def2-TZVPD

Summary:
Charge: +2
HOMO energy (alpha / beta): -16.41 / -16.13 eV
LUMO energy (alpha / beta): -10.79 / -8.17 eV
Relative energy (zero: lowest compared OMol25 entry of this formula, charge and spin): 12.4 kcal per mole
Frontier orbital gap (alpha / beta): 5.6 / 8.0 eV

```
44
C14H12F6N4O5S2Sn, DFT ωB97M-V/def2-TZVPD
Sn 0.230 -0.580 0.343
S -0.779 -1.241 -2.687
S -2.359 -0.419 -0.819
F -1.381 -1.415 -5.184
F 0.738 -1.273 -4.740
F -4.739 0.647 -1.000
F -4.267 -0.353 0.869
F -0.513 0.494 -4.627
F -4.690 -1.520 -0.906
O 0.649 -3.138 0.265
O -0.745 -2.657 -2.577
O 0.291 -0.555 -1.869
O -1.794 -1.601 -0.107
O -1.706 0.767 -0.217
N 0.425 -4.156 -0.353
N -2.991 -4.251 -0.195
N -2.170 -0.528 -2.355
N -0.092 -6.913 -2.272
C -1.907 -4.524 -0.451
C -4.196 -0.405 -0.444
C -0.545 -4.865 -0.773
C -0.464 -0.811 -4.475
C 2.751 1.371 1.954
C -0.774 3.779 1.221
C 1.618 1.270 2.826
C 1.670 0.414 4.026
C 2.713 2.146 0.829
C 3.882 2.313 -0.087
C -0.275 -6.004 -1.598
C 0.380 2.865 1.471
C 1.514 2.886 0.585
C 0.440 2.025 2.549
H -1.526 3.265 0.615
H 3.673 0.880 2.243
H -0.359 2.033 3.282
H 4.699 1.645 0.174
H -0.468 4.668 0.674
H 3.595 2.141 -1.126
H -1.249 4.075 2.154
H 4.248 3.341 -0.033
H 1.498 3.584 -0.246
H 0.860 -0.324 4.007
H 1.492 1.023 4.921
H 2.621 -0.100 4.135
```